# C39H53BCrF2IN14PS

A structure of composition C39H53BCrF2IN14PS (the ωB97M-V functional and the def2-TZVPD basis, OMol25).

- Multiplicity: 4
- Energy above the lowest of the compared OMol25 structures with the same formula, charge and spin: 103.98 kJ/mol
- Charge: +1
- <S²>: 3.86

Last column: Mulliken charge in e.
Geometry (Å):
H 3.124 -2.077 2.647  0.203
C 1.499 0.136 -4.171  -0.534
H -0.681 7.086 2.734  0.375
C -0.366 -0.574 -5.103  -0.130
H 1.521 5.027 2.396  0.170
H -2.210 -3.435 -3.082  0.288
N 2.014 -1.381 -0.468  0.279
H -2.866 -0.848 1.684  -0.049
N 0.656 -0.158 -3.183  0.297
H -1.321 4.448 3.315  0.504
H -1.270 0.291 4.029  0.375
F -0.475 2.725 -2.743  -0.060
C -0.185 -3.661 0.876  0.241
H -4.382 4.658 -1.463  0.468
N 5.688 -6.325 3.098  -0.607
H -3.861 -0.032 4.462  0.382
C 1.977 0.241 2.884  -0.404
N -2.251 2.410 -0.124  1.736
H -1.185 -0.987 -3.156  -0.597
H 0.898 -3.750 0.955  -0.153
H -0.564 6.767 -0.005  0.529
H 2.479 0.536 -3.963  0.649
H -2.523 -1.667 3.200  0.525
C 3.507 -2.472 -3.386  -0.095
C 0.903 -0.124 -5.409  -1.059
C 2.565 -2.454 -1.081  0.316
C -0.301 4.679 0.399  -0.442
N -0.628 -4.112 -0.432  0.045
H 4.987 -3.053 3.271  0.434
H 3.737 -4.216 -1.014  0.692
H 2.852 3.293 2.607  0.628
C -3.665 2.879 -2.509  -0.484
H -2.771 2.798 -3.131  0.065
C 2.976 -2.229 1.589  -0.610
H 4.445 -2.107 -2.982  0.499
Cr 0.730 0.387 -1.110  0.714
H 0.267 -3.732 -4.721  0.400
C -1.346 -5.364 -2.809  -1.281
H -4.852 -0.683 3.170  0.471
H -0.459 -5.081 -0.650  0.231
C -4.183 1.349 2.848  -0.256
B 0.591 2.325 -2.038  0.505
N 1.320 0.984 0.693  1.805
C -1.242 -3.373 -1.348  0.008
C 5.638 -5.068 3.526  -0.478
I 1.738 0.102 -7.270  0.184
C -0.738 6.075 0.819  -0.955
H 3.822 -5.980 0.337  0.401
H 2.243 -3.407 -6.210  0.476
H -2.869 4.293 0.557  0.320
H 0.028 3.317 3.416  0.548
C -2.936 2.195 3.072  -0.954
C -2.724 -0.688 2.758  -0.139
H -4.401 1.316 1.774  -0.002
H -1.833 0.961 -1.575  -0.862
C 3.302 -3.415 -0.434  -1.054
H -3.065 3.196 2.660  0.404
N 2.135 1.466 3.318  -0.807
H 0.776 4.660 0.211  0.392
H 0.811 7.213 1.834  0.331
H -4.499 3.082 -3.180  0.516
C -0.379 4.147 2.842  -0.816
C 2.303 -3.181 -5.152  -0.950
C -2.663 1.237 -0.917  1.268
H -1.816 6.067 0.993  0.240
H 0.797 5.593 3.881  0.512
C 2.023 2.193 1.024  -1.176
C 1.205 -3.360 -4.322  -0.261
H 5.092 -7.632 1.630  0.378
H -4.173 3.143 0.355  0.467
C -3.491 4.029 -1.497  -0.850
H -1.669 -5.555 -3.829  0.354
H -3.997 0.732 -2.496  0.462
S -1.637 -1.727 -1.107  -0.332
N -1.757 1.565 2.464  0.601
H -0.791 4.379 -0.527  -0.043
H -2.871 0.382 -0.265  -0.620
C 4.273 -4.351 1.691  0.409
F 1.591 3.218 -2.045  -0.178
C 3.509 -3.317 0.956  1.308
C 5.044 -6.604 1.970  -0.444
C -3.974 -0.068 3.373  -1.370
C 2.347 2.381 2.313  -0.702
C -3.238 3.500 -0.089  -0.794
C -3.873 1.553 -1.787  -1.354
H -0.657 -4.265 1.651  0.491
C 4.953 -4.057 2.870  -0.443
P -1.149 2.198 1.082  -2.174
N -0.473 -0.572 -3.768  0.539
N -0.647 3.707 1.451  1.300
C -1.511 0.209 2.963  0.345
H 6.177 -4.850 4.440  0.388
H -4.785 1.578 -1.186  0.433
H -1.177 -0.891 -5.736  0.550
C 1.794 -0.082 1.527  -0.909
N -0.128 1.066 0.471  0.205
N -1.598 -3.973 -2.494  0.042
C 2.247 -1.248 0.870  0.057
H 2.230 2.880 0.218  0.638
H -2.663 4.673 -1.800  0.256
N 3.460 -2.731 -4.686  -0.554
H -2.746 2.313 4.144  0.540
H -0.473 -2.621 1.006  -0.597
H -1.890 -6.042 -2.146  0.375
C 0.001 6.529 2.090  -0.799
C 4.334 -5.664 1.237  -0.615
C 0.576 5.330 2.846  -1.014
H -0.276 -5.580 -2.755  0.409
H -5.038 1.823 3.336  0.418
H -0.642 -0.199 2.458  -0.804
C 2.408 -2.651 -2.550  -0.719
H 1.996 -0.547 3.633  0.554
N 1.246 -3.101 -3.020  0.586

Atomic forces in eV per Å
H 0.0 0.0 0.0
C 0.0 0.0 0.0
H 0.0 0.0 0.0
C 0.0 0.0 0.0
H 0.0 0.0 0.0
H 0.0 0.0 0.0
N 0.1 0.1 -0.1
H 0.0 0.0 0.0
N 0.0 0.1 0.0
H 0.0 0.0 0.0
H 0.0 0.0 0.0
F 0.1 0.0 0.0
C 0.0 0.0 0.0
H 0.0 0.0 0.0
N 0.0 0.0 0.0
H 0.0 0.0 0.0
C -0.1 0.0 0.0
N -0.1 0.0 0.0
H 0.0 0.1 0.0
H 0.0 0.0 0.0
H 0.0 0.0 0.0
H 0.0 0.0 0.0
H 0.0 0.0 0.0
C 0.0 0.1 0.0
C -0.1 0.1 0.1
C -0.1 -0.1 0.0
C 0.0 0.0 -0.1
N 0.0 0.0 0.0
H 0.0 0.0 0.0
H 0.0 0.0 0.0
H 0.0 0.0 0.0
C 0.0 0.0 -0.1
H -0.1 0.0 0.0
C 0.0 0.0 0.0
H 0.0 0.0 0.0
Cr 0.1 -0.5 0.1
H 0.0 0.0 0.0
C 0.0 0.0 0.0
H 0.0 0.0 0.0
H 0.0 0.0 0.0
C 0.0 0.0 0.0
B 0.1 0.0 0.1
N -0.2 0.1 0.0
C 0.0 0.0 0.0
C 0.0 0.0 0.0
I 0.0 0.0 0.0
C 0.0 0.0 0.0
H 0.0 0.0 0.0
H 0.0 0.0 0.0
H 0.0 0.0 0.0
H 0.0 0.0 0.0
C 0.0 0.0 0.0
C 0.0 0.0 0.0
H 0.0 0.0 0.0
H -0.1 0.0 0.0
C 0.0 0.0 0.0
H 0.0 0.0 0.0
N 0.0 0.0 0.1
H 0.0 0.0 0.0
H 0.0 0.0 0.0
H 0.0 0.0 0.0
C 0.0 0.0 0.0
C 0.0 0.0 0.0
C 0.0 0.0 0.0
H 0.0 0.0 0.0
H 0.0 0.0 0.0
C 0.0 0.0 0.0
C 0.0 0.0 0.0
H 0.0 0.0 0.0
H 0.0 0.0 0.0
C 0.0 0.0 0.0
H 0.0 0.0 0.0
H 0.0 0.0 0.0
S 0.0 0.0 0.0
N 0.0 0.1 -0.1
H 0.0 0.0 0.0
H 0.0 0.1 0.0
C 0.0 0.0 0.0
F 0.0 0.0 0.0
C 0.0 0.1 0.0
C 0.0 0.0 0.0
C 0.0 0.0 0.0
C 0.0 0.1 -0.1
C 0.0 0.0 0.0
C 0.0 0.0 0.0
H 0.0 0.0 0.0
C 0.0 0.0 0.0
P -0.1 -0.1 -0.1
N 0.0 -0.1 -0.1
N 0.0 -0.1 0.0
C 0.0 0.0 0.0
H 0.0 0.0 0.0
H 0.0 0.0 0.0
H 0.0 0.0 0.0
C 0.0 0.0 0.0
N 0.3 0.2 0.0
N -0.1 0.0 0.1
C 0.0 0.0 0.1
H 0.0 0.0 0.0
H 0.0 0.0 0.0
N 0.0 0.0 0.0
H 0.0 0.0 0.0
H 0.0 0.0 0.0
H 0.0 0.0 0.0
C 0.0 0.0 0.0
C 0.0 0.0 0.0
C 0.0 0.0 0.0
H 0.0 0.0 0.0
H 0.0 0.0 0.0
H 0.1 0.0 0.0
C 0.0 0.0 -0.1
H 0.0 0.0 0.0
N 0.1 0.0 0.0